(1)
{"formula": "C20H50NbO12S4", "method": "ωB97M-V with the def2-TZVPD basis set", "species": ["C", "C", "C", "Nb", "C", "C", "C", "C", "C", "H", "H", "H", "H", "H", "H", "H", "H", "H", "H", "H", "H", "H", "H", "H", "H", "H", "H", "O", "S", "O", "O", "C", "C", "C", "H", "H", "H", "H", "H", "H", "H", "H", "O", "S", "O", "O", "C", "C", "C", "H", "H", "H", "H", "H", "H", "H", "H", "O", "S", "O", "O", "C", "C", "C", "H", "H", "H", "H", "H", "H", "H", "H", "O", "S", "O", "O", "C", "C", "C", "H", "H", "H", "H", "H", "H", "H", "H"], "positions_angstrom": [[2.3078, 0.2997, 3.8616], [2.7201, 0.5727, 2.5223], [2.6468, 0.8328, 0.8848], [3.4136, -0.9031, -0.3771], [1.8658, -2.3869, 0.4813], [0.5148, -1.5692, 0.9277], [-0.8592, -2.5234, 0.9310], [-2.0812, -1.4942, 1.4046], [-2.8189, -0.8036, 0.1037], [1.9231, 0.1488, 4.9674], [1.5795, 1.1166, 0.4971], [3.3357, 1.7840, 0.6705], [4.5927, -1.2970, 0.9406], [4.1779, -2.2411, -1.3800], [2.2662, -0.5264, -1.7713], [4.5751, 0.2842, -1.1799], [1.6385, -3.2707, -0.2871], [2.3365, -2.9260, 1.4363], [0.6214, -1.2043, 2.0549], [0.3440, -0.6810, 0.1776], [-1.1427, -2.9123, -0.1371], [-0.8040, -3.3677, 1.7537], [-1.5576, -0.6059, 2.0060], [-2.8780, -2.0257, 2.1013], [-3.9015, -1.2810, 0.0488], [-2.9173, 0.3822, 0.1956], [-2.2734, -1.1250, -0.8930], [4.7336, 3.3331, -1.8091], [6.1297, 3.0264, -2.0408], [7.0188, 2.6377, -0.9676], [6.8114, 4.2512, -2.8698], [6.7048, 5.5685, -2.3501], [7.6796, 5.7954, -1.2096], [6.2341, 1.8033, -3.3239], [5.6764, 5.7825, -2.0401], [6.9435, 6.2561, -3.1681], [7.4099, 5.1938, -0.3364], [7.6837, 6.8464, -0.9071], [8.6935, 5.5042, -1.5020], [5.6068, 2.1142, -4.1612], [5.8748, 0.8556, -2.9173], [7.2764, 1.7037, -3.6333], [0.1741, -6.1400, -0.8523], [1.5590, -6.5626, -0.8442], [2.5048, -6.1134, -1.8427], [1.6173, -8.1880, -0.7597], [0.9053, -8.9467, -1.7262], [1.6421, -8.9874, -3.0520], [2.2415, -6.2313, 0.7613], [-0.1124, -8.5614, -1.8508], [0.8174, -9.9649, -1.3332], [1.6618, -7.9993, -3.5214], [1.1556, -9.6803, -3.7443], [2.6821, -9.2976, -2.9086], [1.5590, -6.6144, 1.5220], [2.3507, -5.1497, 0.8653], [3.2187, -6.7124, 0.8361], [-4.5364, 3.9558, -4.4027], [-5.3761, 4.2718, -3.2662], [-5.2423, 5.5125, -2.5340], [-5.3295, 3.0321, -2.2112], [-4.0663, 2.5810, -1.7448], [-3.5037, 3.5078, -0.6833], [-7.0747, 4.0889, -3.7504], [-3.3645, 2.4606, -2.5771], [-4.2212, 1.5886, -1.3089], [-3.2443, 4.4817, -1.1092], [-2.6000, 3.0828, -0.2376], [-4.2409, 3.6865, 0.1060], [-7.1969, 3.1304, -4.2580], [-7.3224, 4.9074, -4.4295], [-7.7038, 4.1416, -2.8597], [-4.1387, 2.1786, 2.2825], [-4.9783, 2.4946, 3.4191], [-4.8445, 3.7353, 4.1512], [-4.9318, 1.2548, 4.4741], [-3.6685, 0.8038, 4.9404], [-3.1060, 1.7306, 6.0020], [-6.6769, 2.3116, 2.9349], [-2.9668, 0.6833, 4.1082], [-3.8234, -0.1887, 5.3763], [-2.8465, 2.7045, 5.5761], [-2.2022, 1.3056, 6.4477], [-3.8431, 1.9093, 6.7912], [-6.7991, 1.3531, 2.4273], [-6.9247, 3.1302, 2.2558], [-7.3060, 2.3643, 3.8256]], "mulliken_charge": [-0.4437, 0.0362, -0.6327, -0.9276, -0.8859, 0.0878, -0.5880, -0.0356, -0.7758, 0.3077, 0.1567, 0.3430, 0.0180, -0.0473, -0.0336, 0.3759, 0.2584, 0.1326, 0.0623, 0.1474, 0.2759, 0.2269, -0.0152, 0.3426, 0.2793, -0.0843, 0.3543, -0.6173, 1.1790, -0.6129, -0.2624, -0.3156, -0.9769, -0.7821, 0.3233, 0.2661, 0.2938, 0.3826, 0.2486, 0.2784, 0.2620, 0.3152, -0.6420, 1.1718, -0.6003, -0.2539, -0.3097, -0.9864, -0.4609, 0.3064, 0.2710, 0.2965, 0.3844, 0.2538, 0.2914, -0.0203, 0.3452, -0.6308, 1.1854, -0.6026, -0.3172, -0.1281, -0.9797, -0.9169, 0.3302, 0.1188, 0.4208, 0.4012, 0.1631, 0.3073, 0.3662, 0.3011, -0.4646, 1.1293, -0.6318, -0.3157, -0.0765, -1.0758, -0.9720, 0.1293, 0.2887, 0.2896, 0.4068, 0.2749, 0.3080, 0.3745, 0.3526], "spin_multiplicity": 1, "total_charge": -1, "gap_ha": 0.244, "e_homo_ev": -4.863}

(2)
{"formula": "C20H51BF4N2O5", "method": "ωB97M-V with the def2-TZVPD basis set", "species": ["C", "C", "C", "N", "C", "C", "C", "C", "C", "H", "H", "H", "H", "H", "H", "H", "H", "H", "H", "H", "H", "H", "H", "H", "H", "H", "H", "B", "F", "F", "F", "F", "C", "C", "N", "H", "H", "H", "C", "C", "O", "H", "H", "H", "H", "H", "H", "C", "C", "O", "H", "H", "H", "H", "H", "H", "C", "C", "O", "H", "H", "H", "H", "H", "H", "C", "C", "O", "H", "H", "H", "H", "H", "H", "C", "C", "O", "H", "H", "H", "H", "H", "H"], "positions_angstrom": [[1.3888, -3.6034, 0.1909], [1.4949, -3.5310, 1.6841], [1.1938, -2.0189, 2.0359], [1.0904, -1.7219, 3.5470], [2.3428, -2.0943, 4.3335], [-0.1156, -2.4874, 4.1299], [-1.4282, -1.6577, 3.8380], [-0.8233, -0.2404, 3.5806], [0.5652, -0.3244, 3.6871], [1.9609, -4.4449, -0.3262], [1.8760, -2.6030, -0.0153], [0.3643, -3.4663, -0.0886], [2.4376, -3.6670, 2.0322], [0.8846, -4.2847, 2.3040], [0.3365, -1.5963, 1.5016], [1.8315, -1.3796, 1.6277], [2.6584, -3.1179, 4.2395], [2.1209, -1.9854, 5.4181], [3.1241, -1.5311, 3.8601], [0.0025, -2.3642, 5.3028], [-0.1982, -3.3837, 3.8416], [-2.1161, -1.5178, 4.5403], [-2.1096, -2.2527, 3.1426], [-1.0958, 0.6733, 4.3107], [-1.1533, -0.0036, 2.6207], [0.9897, 0.2097, 4.5349], [1.1952, 0.2188, 3.1156], [0.1151, 0.0736, -0.7483], [0.1328, 1.1449, -1.6551], [0.8202, 0.5242, 0.3931], [-1.1405, -0.0675, -0.2861], [0.8203, -0.9908, -1.2728], [-2.2730, 2.7581, -2.6049], [-3.6752, 2.9140, -1.7990], [-4.6875, 3.0340, -1.3501], [-2.1495, 1.8024, -2.9027], [-2.3344, 3.3242, -3.4461], [-1.6221, 2.9443, -1.7674], [-3.3904, -2.0535, -3.7667], [-2.0136, -1.2656, -3.3698], [-1.1771, -2.0830, -2.9523], [-4.1300, -1.3054, -4.0546], [-3.7017, -2.6538, -2.9302], [-3.2953, -2.7236, -4.6023], [-2.1845, -0.6579, -2.5712], [-1.6433, -0.5878, -4.2407], [-0.2735, -1.6730, -2.6168], [5.8399, -0.0522, -0.1174], [4.3349, -0.2095, 0.1565], [3.8004, -1.1723, -0.7358], [6.1826, -0.8969, 0.0972], [6.2614, 0.9262, 0.4961], [5.9835, 0.3208, -1.1233], [3.8422, 0.6934, 0.1964], [4.3962, -0.7653, 1.2222], [3.0001, -0.9567, -1.0565], [1.1515, 5.5904, 1.1443], [0.8434, 4.3953, 0.3097], [0.3515, 3.3016, 1.1635], [0.4782, 6.1314, 1.7758], [1.4692, 6.4863, 0.6705], [1.8787, 5.2240, 1.7764], [1.6251, 4.2507, -0.2641], [-0.0080, 4.6314, -0.1768], [0.2481, 2.6396, 0.4793], [1.9154, 0.5637, -5.8417], [1.1240, 0.2811, -4.6245], [0.5464, 1.4142, -4.0646], [2.3238, -0.3389, -6.3805], [2.9397, 0.8948, -5.6018], [1.2789, 1.2762, -6.4382], [1.6189, -0.3320, -3.7428], [0.2479, -0.4243, -5.0020], [0.2629, 1.1633, -3.1516], [-5.8768, 1.1879, 1.1821], [-4.6722, 0.3294, 0.6103], [-3.4604, 1.0373, 1.1038], [-6.1095, 0.9997, 2.3292], [-6.6365, 0.4742, 0.9352], [-5.8844, 2.3474, 1.1503], [-4.8801, 0.2994, -0.4722], [-4.7083, -0.7350, 0.8611], [-2.7230, 0.7415, 0.6886]], "mulliken_charge": [-0.6590, -0.7818, -1.7482, 0.6913, -1.0278, -0.7807, -0.9609, 0.3551, -1.1816, 0.3483, -0.0225, 0.3067, 0.5320, 0.2973, 0.2070, 1.4566, 0.3850, 0.3792, 0.3764, 0.2716, 0.6101, 0.6310, 0.2350, 0.4182, -0.2081, 0.4055, 0.4932, 1.1107, -0.4345, -0.2584, -0.2410, -0.7593, -0.0584, 0.1629, -0.4094, -0.1998, 0.5484, -0.0239, -1.5223, 0.8542, -0.5692, 0.3636, 0.3598, 0.4212, -0.2903, -0.0426, 0.3448, -1.3785, 0.3634, -0.5315, 0.4866, 0.2704, 0.3619, 0.2745, -0.0931, 0.1451, -1.6412, -0.1728, -0.5497, 0.3846, 0.4036, 0.3801, 0.4247, 0.3290, 0.1686, -1.2834, 0.6891, -0.6298, 0.3395, 0.3317, 0.2822, -0.1873, -0.0083, 0.4790, -1.2463, -0.2080, -0.4874, 0.2974, 0.4162, 0.2780, 0.2350, 0.4444, 0.2468], "spin_multiplicity": 1, "gap_ha": 0.317, "e_above_lowest_ev": 0.000, "e_homo_ev": -8.839}